1.
Here is a 32-piece molecular cluster, C39H132BO39 overall from OMol25. Energies are from wB97M-V/def2-TZVPD.

As for the spin multiplicity: 1. The net charge is -1. The calculation puts the calculated total energy at -4524.47167 hartree.

XYZ file:
```
211
C39H132BO39 | OMol25 | wB97M-V/def2-TZVPD
O -0.07 -3.01 1.79
C 0.09 -1.99 1.11
O -0.84 -1.29 0.57
B -0.31 -0.15 -0.17
O 1.17 -0.24 -0.03
C 1.44 -1.26 0.78
O 2.53 -1.64 1.15
O -0.85 1.19 0.36
C -1.44 1.89 -0.60
O -1.97 3.02 -0.45
C -1.41 1.04 -1.84
O -0.73 -0.09 -1.60
O -1.96 1.23 -2.96
C 0.84 -6.68 1.36
O 1.30 -6.13 0.17
H 1.78 -7.00 1.81
H 0.48 -5.94 2.07
H 0.19 -7.54 1.15
H 2.18 -5.76 0.22
C 0.49 -0.46 4.39
O 1.56 0.33 3.99
H -0.48 -0.49 3.90
H 0.84 -1.49 4.41
H 0.31 -0.08 5.39
H 1.39 1.27 4.15
C 0.61 -4.93 4.82
O -0.62 -4.49 4.24
H 0.56 -5.72 5.56
H 1.25 -5.27 4.01
H 1.08 -4.11 5.37
H -0.46 -4.08 3.39
C -2.03 -0.49 -6.09
C -1.14 0.79 -6.31
O -1.89 1.83 -5.60
H -3.02 -0.39 -6.54
H -2.22 -0.73 -5.04
H -1.51 -1.31 -6.59
H -1.10 1.02 -7.38
H -0.12 0.82 -5.95
H -1.91 1.66 -4.66
C 3.89 -3.48 6.09
C 2.96 -2.37 6.48
O 3.50 -1.72 7.61
H 3.53 -4.06 5.24
H 3.98 -4.20 6.90
H 4.82 -2.97 5.84
H 1.94 -2.72 6.62
H 2.91 -1.60 5.71
H 3.51 -2.27 8.40
C 3.09 2.83 2.06
C 2.68 3.38 3.42
O 1.28 3.28 3.74
H 2.81 1.78 2.07
H 4.16 2.95 1.87
H 2.43 3.39 1.39
H 2.90 4.44 3.41
H 3.12 2.82 4.25
H 1.10 3.55 4.64
C 6.28 0.39 -0.76
C 5.27 -0.22 0.27
O 5.57 0.39 1.50
H 6.18 1.46 -0.94
H 6.32 -0.10 -1.74
H 7.28 0.21 -0.37
H 5.50 -1.28 0.22
H 4.27 0.05 -0.07
H 4.99 -0.03 2.14
C -1.72 -4.17 -3.14
C -1.16 -4.60 -1.76
O -0.26 -5.65 -1.98
H -2.46 -4.86 -3.56
H -0.93 -4.02 -3.87
H -2.15 -3.17 -3.16
H -1.91 -4.93 -1.05
H -0.74 -3.65 -1.43
H 0.20 -5.84 -1.17
C 3.26 1.75 -2.70
C 2.07 1.41 -3.58
O 2.64 0.60 -4.67
H 2.85 2.40 -1.93
H 3.97 2.27 -3.34
H 3.78 0.90 -2.24
H 1.59 2.27 -4.05
H 1.27 0.81 -3.15
H 3.10 1.25 -5.21
C -1.12 -2.76 7.37
C -2.45 -3.01 6.74
O -2.39 -2.60 5.35
H -1.20 -2.97 8.44
H -0.73 -1.75 7.29
H -0.36 -3.41 6.95
H -3.25 -2.44 7.21
H -2.75 -4.04 6.92
H -1.91 -3.28 4.89
C -2.35 5.38 -2.99
C -3.82 5.46 -2.60
O -4.50 4.23 -2.72
H -1.81 4.61 -2.45
H -1.82 6.32 -2.84
H -2.24 5.18 -4.06
H -4.33 6.07 -3.34
H -4.00 5.91 -1.62
H -4.58 3.86 -1.84
C 0.92 4.92 -4.31
C 0.58 5.13 -5.83
O 1.41 6.14 -6.35
H 0.79 5.85 -3.74
H 1.96 4.66 -4.10
H 0.17 4.26 -3.90
H -0.42 5.54 -5.92
H 0.60 4.22 -6.43
H 1.71 6.69 -5.63
C 6.15 -6.24 -0.12
C 5.16 -5.05 -0.26
O 4.12 -5.06 0.74
H 6.87 -6.33 -0.93
H 5.49 -7.11 -0.15
H 6.62 -6.18 0.86
H 4.71 -5.08 -1.25
H 5.66 -4.08 -0.23
H 4.45 -4.66 1.55
C 2.38 -3.69 -2.66
C 2.10 -2.26 -2.94
O 2.66 -1.91 -4.20
H 1.88 -4.07 -1.77
H 3.46 -3.85 -2.59
H 2.08 -4.43 -3.41
H 2.48 -1.58 -2.18
H 1.02 -2.09 -2.96
H 2.48 -0.97 -4.32
C -1.46 3.68 -8.78
C -2.83 3.70 -8.18
O -2.73 4.26 -6.94
H -1.23 4.61 -9.29
H -1.32 2.88 -9.51
H -0.72 3.59 -7.99
H -3.25 2.70 -8.01
H -3.58 4.16 -8.82
H -2.39 3.57 -6.37
C 2.03 5.95 -0.10
C 0.94 6.64 -0.94
O 0.33 7.56 -0.08
H 2.52 5.13 -0.61
H 1.73 5.57 0.87
H 2.86 6.60 0.19
H 0.24 5.94 -1.38
H 1.38 7.26 -1.72
H -0.11 6.98 0.55
C -4.11 -0.20 1.61
C -3.93 -1.58 0.93
O -5.19 -2.04 0.51
H -4.20 0.61 0.89
H -3.20 0.05 2.16
H -4.89 -0.16 2.36
H -3.47 -2.24 1.67
H -3.22 -1.42 0.12
H -5.77 -1.99 1.27
C -3.23 6.84 1.93
C -2.43 5.75 1.24
O -1.16 5.55 1.88
H -4.31 6.75 1.86
H -3.04 7.81 1.47
H -3.08 6.82 3.01
H -2.34 5.84 0.16
H -2.98 4.82 1.37
H -1.02 4.60 1.87
C -3.83 -5.04 1.24
C -3.07 -6.41 1.43
O -3.85 -7.17 2.33
H -3.36 -4.36 0.52
H -3.90 -4.59 2.23
H -4.86 -5.12 0.89
H -2.04 -6.25 1.76
H -2.91 -7.00 0.53
H -4.65 -7.45 1.89
O -5.88 2.87 1.76
H -5.40 2.52 2.50
H -6.25 3.69 2.07
O -1.18 2.66 2.53
H -0.30 2.74 2.89
H -1.05 2.27 1.66
O -5.21 0.22 -1.82
H -5.03 1.15 -1.66
H -5.65 -0.07 -1.02
O 4.68 -2.62 2.54
H 4.06 -2.53 1.81
H 4.47 -1.90 3.13
O 8.13 -1.19 2.94
H 8.09 -1.05 3.89
H 7.22 -1.32 2.68
O -6.92 0.65 0.54
H -6.49 1.49 0.70
H -7.45 0.49 1.32
O -5.13 -1.77 -3.87
H -5.20 -1.21 -4.64
H -4.95 -1.17 -3.15
O -5.22 2.32 -4.40
H -4.40 1.85 -4.52
H -4.97 3.13 -3.95
O 5.73 -5.07 2.92
H 5.45 -4.16 3.03
H 6.67 -5.06 3.09
O -4.64 2.75 -0.54
H -3.70 2.75 -0.39
H -5.02 2.81 0.34
O 4.28 -0.13 4.02
H 3.35 0.03 3.85
H 4.41 0.12 4.93
O -3.73 2.29 3.56
H -2.87 2.21 3.17
H -3.83 1.50 4.09
```

=====

2.
Here is C12H36KO6 as an isolated structure from OMol25. Energies are from wB97M-V/def2-TZVPD.

As for the spin multiplicity: 1. The net charge is +1. The calculation puts the calculated total energy at -1529.87948 hartree.

XYZ file:
```
55
C12H36KO6 | OMol25 | wB97M-V/def2-TZVPD
K -0.07 0.18 -0.41
C -1.29 -2.60 5.30
C 0.06 -1.93 5.72
O 0.46 -0.94 4.74
H -1.72 -3.23 6.08
H -1.13 -3.18 4.39
H -1.98 -1.83 4.98
H 0.86 -2.65 5.89
H -0.06 -1.48 6.71
H 1.27 -0.49 5.00
C -2.67 -0.31 -6.93
C -1.45 0.54 -6.48
O -1.85 1.44 -5.48
H -3.25 -0.83 -6.17
H -2.35 -1.01 -7.70
H -3.38 0.31 -7.47
H -1.08 1.10 -7.35
H -0.64 -0.10 -6.13
H -2.40 2.10 -5.91
C -1.67 5.61 3.35
C -2.56 5.78 2.12
O -2.65 4.60 1.34
H -1.91 4.81 4.04
H -1.60 6.58 3.84
H -0.65 5.43 3.01
H -2.24 6.64 1.53
H -3.54 6.22 2.32
H -3.41 4.64 0.75
C 6.01 2.21 1.27
C 5.16 3.54 1.27
O 4.20 3.29 0.25
H 6.79 2.22 2.03
H 6.48 2.04 0.30
H 5.41 1.32 1.50
H 5.71 4.46 1.06
H 4.68 3.70 2.23
H 4.62 3.30 -0.62
C -5.33 -2.13 -0.48
C -4.89 -3.52 -0.89
O -3.50 -3.50 -0.91
H -6.42 -2.11 -0.41
H -5.00 -1.38 -1.19
H -5.10 -1.85 0.55
H -5.23 -3.78 -1.89
H -5.34 -4.28 -0.25
H -3.28 -4.41 -1.11
C 3.75 -4.47 -0.89
C 4.64 -3.67 -1.87
O 3.97 -2.51 -2.32
H 2.75 -4.72 -1.25
H 3.62 -3.84 -0.01
H 4.32 -5.32 -0.50
H 4.82 -4.43 -2.64
H 5.55 -3.43 -1.33
H 4.53 -2.09 -2.97
```

=====

Number 1: Kohn-Sham gap 8.137 eV, HOMO -0.2743 hartree. Number 2: Kohn-Sham gap 8.348 eV, HOMO -0.4435 hartree.